# 1
{"formula": "CH2FN2O2", "method": "ωB97M-V with the def2-TZVPD basis set", "gap_ev": 7.9486, "total_charge": -1, "homo_energy_ha": -0.1357, "e_above_lowest_kcal_mol": 126.1, "energy_ev": -10857.69727, "elements": ["C", "N", "N", "O", "O", "F", "H", "H"], "positions_angstrom": [[-1.174734, 0.362171, 0.029414], [0.686019, 0.154581, 0.845012], [1.309722, -0.466053, -0.011519], [2.517056, -0.644168, 0.289390], [0.863142, -0.811656, -1.151264], [-2.130636, 0.663624, 0.948817], [-1.310488, -0.528405, -0.558590], [-0.760077, 1.269904, -0.391260]], "atomic_forces_ev_per_a": [[4.3, 0.6, 1.6], [-5.9, 1.4, 1.2], [1.5, -0.3, -1.7], [1.1, -0.8, -0.4], [-0.1, -0.3, -0.1], [0.0, -0.4, 0.1], [-0.3, -0.1, 0.0], [-0.7, -0.1, -0.7]]}

=====

# 2
{"formula": "CH2FNO2S", "method": "ωB97M-V with the def2-TZVPD basis set", "gap_ev": [9.9933, 7.3796], "total_charge": 0, "homo_energy_ha": [-0.3852, -0.2937], "e_above_lowest_kcal_mol": 168.1, "energy_ev": -20198.71956, "elements": ["C", "N", "O", "O", "F", "S", "H", "H"], "positions_angstrom": [[1.012833, -0.008758, -0.406481], [0.369147, -1.124796, -0.801863], [3.506346, -0.830506, 0.134396], [1.831565, 0.679772, -1.223280], [-0.582963, -1.583363, 0.103711], [2.640179, 0.298449, 0.288740], [-0.279772, 1.258580, 1.719890], [-0.042653, -1.177111, -1.734121]], "atomic_forces_ev_per_a": [[-0.5, 1.0, 1.3], [0.3, -0.9, -0.6], [0.9, -0.7, -0.1], [0.0, -0.1, -0.4], [0.1, 0.4, -0.1], [-1.0, 0.1, -0.2], [0.1, -0.1, -0.2], [0.1, 0.2, 0.3]]}

=====

# 3
{"formula": "CH2FNO3S", "method": "ωB97M-V with the def2-TZVPD basis set", "gap_ev": 11.6009, "total_charge": 0, "homo_energy_ha": -0.4080, "e_above_lowest_kcal_mol": 9.0, "energy_ev": -22253.95071, "elements": ["C", "N", "O", "O", "O", "F", "S", "H", "H"], "positions_angstrom": [[-1.131970, 1.298957, 0.156754], [-2.106008, 0.895059, 0.771605], [-0.384889, 1.563598, -0.680523], [0.638438, -0.804404, -1.418790], [2.687674, 0.238302, -0.745814], [2.270398, -0.260452, -2.990400], [1.656055, 0.424752, -1.685233], [-2.313921, 0.124508, 1.370634], [1.224651, -1.444330, -0.920896]], "atomic_forces_ev_per_a": [[-3.1, -2.7, 0.8], [1.3, 1.5, -0.5], [0.9, 1.7, 0.0], [0.7, -0.5, 0.8], [1.6, 0.2, 1.9], [0.3, 0.0, -0.8], [-1.1, -0.6, -1.7], [0.3, 0.0, 0.2], [-0.9, 0.5, -0.6]]}

=====

# 4
{"formula": "CH2FOPS", "method": "ωB97M-V with the def2-TZVPD basis set", "gap_ev": [6.6536, 6.4637], "total_charge": 0, "homo_energy_ha": [-0.3199, -0.3101], "e_above_lowest_kcal_mol": 107.1, "energy_ev": -25953.86549, "elements": ["C", "O", "F", "P", "S", "H", "H"], "positions_angstrom": [[-0.795039, 0.713084, -0.059406], [0.795836, 1.976902, -1.531878], [-0.020638, -0.241660, -4.457586], [-0.203804, -1.321552, -3.027717], [-0.192165, 0.872297, -1.565062], [-0.530520, 1.600617, 0.500090], [-1.011028, -0.337066, 0.274263]], "atomic_forces_ev_per_a": [[0.5, -1.6, -1.0], [-0.8, -0.3, -0.9], [-0.4, -2.1, 2.9], [0.4, 2.2, -2.7], [0.8, 0.7, 1.2], [-0.1, -0.4, 0.7], [-0.5, 1.5, -0.1]]}

=====

# 5
{"formula": "CH2FPS", "method": "ωB97M-V with the def2-TZVPD basis set", "gap_ev": 7.5458, "total_charge": 0, "homo_energy_ha": -0.2992, "e_above_lowest_kcal_mol": 49.1, "energy_ev": -23908.60984, "elements": ["C", "F", "P", "S", "H", "H"], "positions_angstrom": [[-1.016417, -0.714470, -0.032145], [2.625397, 1.102810, -0.019238], [-0.315398, 0.509736, 0.830822], [-2.491119, 0.243476, 0.136179], [-0.871334, -1.500914, -0.641678], [2.068869, 0.359360, -0.273941]], "atomic_forces_ev_per_a": [[-0.3, 3.5, 1.9], [-1.0, -1.5, -0.5], [-1.1, -0.8, -0.4], [0.7, 0.0, 0.2], [0.5, -2.8, -1.7], [1.1, 1.5, 0.4]]}

=====

# 6
{"formula": "CH2FPS", "method": "ωB97M-V with the def2-TZVPD basis set", "gap_ev": 8.0716, "total_charge": 0, "homo_energy_ha": -0.3181, "e_above_lowest_kcal_mol": 57.0, "energy_ev": -23908.26931, "elements": ["C", "F", "P", "S", "H", "H"], "positions_angstrom": [[-1.186480, -0.552639, 0.429790], [1.247050, -0.586475, 0.404158], [0.183401, -1.708247, -0.120275], [-2.577848, -0.044339, -0.011851], [-0.544298, 0.195832, 1.671944], [0.043098, -1.150158, -1.394357]], "atomic_forces_ev_per_a": [[3.0, 1.3, 4.0], [0.5, -0.9, -0.3], [-0.5, 1.8, 0.9], [-1.6, 0.1, -0.8], [-1.5, -2.1, -3.1], [0.2, -0.1, -0.6]]}

=====

# 7
{"formula": "CH2FPS2", "method": "ωB97M-V with the def2-TZVPD basis set", "gap_ev": 8.8703, "total_charge": 0, "homo_energy_ha": -0.3335, "e_above_lowest_kcal_mol": 50.4, "energy_ev": -34743.18135, "elements": ["C", "F", "P", "S", "S", "H", "H"], "positions_angstrom": [[-1.658478, 0.093309, -0.558894], [-2.779013, 0.710837, -0.866333], [1.028668, -0.310232, 0.220772], [-0.733446, 0.847941, 0.593407], [0.996941, -2.150750, -0.237710], [1.416569, 0.841245, -0.530671], [1.728756, -0.032352, 1.379426]], "atomic_forces_ev_per_a": [[-0.3, -1.4, -1.6], [0.0, 0.5, 0.6], [0.0, 0.8, -0.1], [-0.4, 1.0, 1.4], [0.0, -0.1, -0.4], [0.6, -1.0, -0.4], [0.1, 0.2, 0.5]]}

=====

# 8
{"formula": "CH2I2O", "method": "ωB97M-V with the def2-TZVPD basis set", "gap_ev": 9.9440, "total_charge": 0, "homo_energy_ha": -0.3600, "e_above_lowest_kcal_mol": 7.0, "energy_ev": -19317.23910, "elements": ["C", "O", "I", "I", "H", "H"], "positions_angstrom": [[1.323448, -0.982887, -0.220132], [1.757082, -1.590324, -1.102208], [-2.936423, 2.046075, -0.019901], [2.355693, 0.889467, 0.240465], [0.477952, -0.953625, 0.445733], [-2.977754, 0.591293, 0.656042]], "atomic_forces_ev_per_a": [[1.0, 2.6, 0.5], [-0.3, -1.8, -0.9], [0.0, 0.0, 0.0], [0.1, 0.3, 0.3], [-0.7, -1.0, 0.1], [0.0, 0.0, 0.0]]}

=====

# 9
{"formula": "CH2INO2", "method": "ωB97M-V with the def2-TZVPD basis set", "gap_ev": 8.8771, "total_charge": 0, "homo_energy_ha": -0.3723, "e_above_lowest_kcal_mol": 13.8, "energy_ev": -14754.13400, "elements": ["C", "N", "O", "O", "I", "H", "H"], "positions_angstrom": [[1.747135, 1.526519, 0.173956], [0.983472, 0.649215, -0.081918], [2.578389, 2.327414, 0.249711], [-1.357261, -0.607554, 0.314592], [-3.136360, 0.219521, 0.066250], [0.170193, 0.269132, 0.358895], [-1.136890, -1.060828, -0.508916]], "atomic_forces_ev_per_a": [[0.1, -0.1, -0.3], [0.0, -0.5, -0.4], [0.7, 0.9, 0.4], [-0.3, -0.2, 0.1], [0.0, 0.0, 0.0], [-0.5, 0.0, 0.3], [-0.1, 0.0, -0.1]]}

=====

# 10
{"formula": "CH2INO3", "method": "ωB97M-V with the def2-TZVPD basis set", "gap_ev": 10.0277, "total_charge": 0, "homo_energy_ha": -0.3763, "e_above_lowest_kcal_mol": 14.0, "energy_ev": -16797.24682, "elements": ["C", "N", "O", "O", "O", "I", "H", "H"], "positions_angstrom": [[-0.102504, 0.588218, -0.086613], [0.242817, 0.187190, 2.583369], [0.189416, 1.002404, 1.378134], [0.111047, -0.976464, 2.387205], [0.254880, 0.793043, 3.636391], [-1.361949, 1.924947, -1.030633], [0.751438, 0.616140, -0.752238], [-0.578024, -0.289071, 0.011247]], "atomic_forces_ev_per_a": [[1.6, 1.8, 2.4], [-1.7, 0.2, -0.4], [0.6, 2.1, -0.5], [0.4, -0.7, 0.1], [0.5, -0.4, -2.4], [-0.7, 0.7, 0.1], [0.6, -0.4, 0.8], [-1.4, -3.3, -0.1]]}

=====

# 11
{"formula": "CH2INS", "method": "ωB97M-V with the def2-TZVPD basis set", "gap_ev": 8.9192, "total_charge": 0, "homo_energy_ha": -0.3225, "e_above_lowest_kcal_mol": 41.7, "energy_ev": -21492.98055, "elements": ["C", "N", "S", "I", "H", "H"], "positions_angstrom": [[-2.385225, -0.775123, -0.111753], [-3.366208, -1.433022, -0.052444], [-4.464429, -2.502294, 0.039577], [2.062721, -1.006624, -0.015180], [0.854346, -1.888730, -0.615896], [-1.560352, -0.223198, 0.201994]], "atomic_forces_ev_per_a": [[-3.2, -1.7, -0.1], [4.4, 2.4, -0.1], [-2.1, -1.4, 0.0], [-0.2, -0.1, 0.0], [0.1, 0.0, 0.0], [0.8, 0.7, 0.2]]}

=====

# 12
{"formula": "CH2INS", "method": "ωB97M-V with the def2-TZVPD basis set", "gap_ev": 8.9922, "total_charge": 0, "homo_energy_ha": -0.3152, "e_above_lowest_kcal_mol": 41.6, "energy_ev": -21492.98740, "elements": ["C", "N", "S", "I", "H", "H"], "positions_angstrom": [[0.125953, -1.949366, 0.266111], [0.055574, -1.234917, -0.645233], [0.083666, -0.140450, -1.709573], [-0.624527, 2.508061, 0.978641], [0.353649, 3.649007, 0.286766], [0.005685, -2.832334, 0.823287]], "atomic_forces_ev_per_a": [[-0.3, 0.0, -0.4], [0.3, -1.4, 2.2], [-0.1, 1.9, -2.3], [0.5, 0.7, -0.3], [-0.5, -0.7, 0.4], [0.0, -0.4, 0.4]]}

=====

# 13
{"formula": "CH2IOP", "method": "ωB97M-V with the def2-TZVPD basis set", "gap_ev": [7.6128, 7.4518], "total_charge": 0, "homo_energy_ha": [-0.3353, -0.3501], "e_above_lowest_kcal_mol": 69.9, "energy_ev": -20502.72720, "elements": ["C", "O", "P", "I", "H", "H"], "positions_angstrom": [[-0.501448, -0.588238, -0.292534], [-0.095220, -1.601629, 0.182147], [0.440490, 0.917670, -0.843469], [2.504723, 0.435380, 0.208312], [-1.531150, -0.322601, -0.486609], [-0.817394, 1.159416, 1.232154]], "atomic_forces_ev_per_a": [[0.6, 0.7, -0.3], [0.0, -0.5, 0.1], [-0.7, 0.2, 1.8], [0.4, 0.0, -0.1], [-1.1, -0.5, -0.1], [0.8, 0.1, -1.5]]}

=====

# 14
{"formula": "CH2IOP", "method": "ωB97M-V with the def2-TZVPD basis set", "gap_ev": [7.3375, 7.3458], "total_charge": 0, "homo_energy_ha": [-0.3166, -0.3169], "e_above_lowest_kcal_mol": 99.7, "energy_ev": -20501.43569, "elements": ["C", "O", "P", "I", "H", "H"], "positions_angstrom": [[-0.381084, -0.515861, -0.206547], [-0.073114, 2.054265, 1.047921], [0.211795, 1.049800, -0.807542], [1.728096, -0.775823, 0.183482], [-0.677648, -1.217483, -1.006075], [-0.808043, -0.594896, 0.788761]], "atomic_forces_ev_per_a": [[0.0, -0.8, -0.5], [0.9, -3.0, -5.8], [-1.0, 4.0, 5.9], [0.5, -0.4, -0.1], [0.0, 0.1, 0.8], [-0.4, 0.2, -0.3]]}

=====

# 15
{"formula": "CH2IOP", "method": "ωB97M-V with the def2-TZVPD basis set", "gap_ev": 8.1510, "total_charge": 0, "homo_energy_ha": -0.3382, "e_above_lowest_kcal_mol": 40.2, "energy_ev": -20504.01488, "elements": ["C", "O", "P", "I", "H", "H"], "positions_angstrom": [[-0.321892, -0.048930, 0.370346], [0.197250, 0.980697, -2.073988], [0.659411, 0.580542, -0.768355], [0.299276, -0.659129, 2.325910], [-1.390142, 0.181759, 0.663072], [1.565785, -0.337518, -0.627850]], "atomic_forces_ev_per_a": [[-2.6, 0.4, 3.5], [-0.1, 1.2, -2.0], [-2.0, 0.0, 0.8], [0.4, 0.0, -0.7], [1.2, -0.1, -1.4], [3.1, -1.6, -0.1]]}

=====

# 16
{"formula": "CH2MgOTl", "method": "ωB97M-V with the def2-TZVPD basis set", "gap_ev": [4.1023, 5.6232], "total_charge": 0, "multiplicity": 2, "homo_energy_ha": [-0.2219, -0.2472], "energy_ev": -13248.99218, "elements": ["C", "O", "H", "Mg", "Tl", "H"], "positions_angstrom": [[-0.046308, 0.669361, -0.313345], [0.514541, -0.324422, -0.784502], [0.174206, 1.255789, 0.588831], [-1.757240, 1.499516, -1.417099], [0.727825, -2.356895, 0.393331], [0.386977, -0.743348, 1.532784]], "atomic_forces_ev_per_a": [[0.2, 0.5, -0.2], [-0.2, 0.8, -1.3], [-0.2, -0.2, -0.2], [0.2, -0.1, 0.2], [0.0, -0.1, 0.9], [0.1, -0.9, 0.6]]}

=====

# 17
{"formula": "CH2N2", "method": "ωB97M-V with the def2-TZVPD basis set", "gap_ev": 10.6993, "total_charge": 0, "homo_energy_ha": -0.3579, "e_above_lowest_kcal_mol": 10.7, "energy_ev": -4048.55118, "elements": ["C", "H", "H", "N", "N"], "positions_angstrom": [[-0.000843, 0.001436, -0.013417], [0.715666, -1.840043, 0.076494], [-0.805445, 1.718429, -0.042587], [0.040135, -1.192742, -0.187011], [-0.026587, 1.208884, 0.193668]], "atomic_forces_ev_per_a": [[0.2, 0.3, 0.4], [1.0, -1.2, 0.4], [-2.0, 1.6, -0.5], [-0.9, 1.4, -0.5], [1.7, -2.1, 0.1]]}

=====

# 18
{"formula": "CH2N2O", "method": "ωB97M-V with the def2-TZVPD basis set", "gap_ev": 10.8343, "total_charge": 0, "homo_energy_ha": -0.3811, "e_above_lowest_kcal_mol": 24.1, "energy_ev": -6095.96850, "elements": ["C", "N", "N", "O", "H", "H"], "positions_angstrom": [[-1.089439, 0.220745, -0.491831], [1.985210, 1.518470, 0.406480], [1.017107, 1.298117, 0.859175], [0.113514, 0.038543, -0.714539], [-1.720535, 0.797516, -1.328774], [-1.659779, -0.141090, 0.604826]], "atomic_forces_ev_per_a": [[1.0, -0.3, -0.1], [-0.1, 0.1, 0.3], [1.1, 0.9, 1.0], [-4.4, -0.5, 0.0], [0.8, -1.2, 1.9], [1.5, 1.0, -3.1]]}

=====

# 19
{"formula": "CH2N2O", "method": "ωB97M-V with the def2-TZVPD basis set", "gap_ev": 11.3480, "total_charge": 0, "homo_energy_ha": -0.3996, "e_above_lowest_kcal_mol": 70.2, "energy_ev": -6093.96668, "elements": ["C", "N", "N", "O", "H", "H"], "positions_angstrom": [[1.294472, -0.135631, -0.043085], [2.285224, -0.703628, 0.018914], [-0.939718, 0.013359, 0.320856], [0.273507, 0.692129, -0.231123], [-1.553852, 0.826761, 0.220597], [-1.359630, -0.692988, -0.286159]], "atomic_forces_ev_per_a": [[-1.3, 1.9, -0.5], [0.6, -0.7, 0.2], [-0.4, 1.6, 0.7], [0.2, -2.5, 0.1], [-0.1, -0.4, 0.4], [1.0, 0.1, -0.8]]}

=====

# 20
{"formula": "CH2N2O2", "method": "ωB97M-V with the def2-TZVPD basis set", "gap_ev": 10.7360, "total_charge": 0, "homo_energy_ha": -0.3714, "e_above_lowest_kcal_mol": 111.1, "energy_ev": -8140.55251, "elements": ["C", "N", "N", "O", "O", "H", "H"], "positions_angstrom": [[-0.497461, -2.090782, -0.554047], [-0.299310, -1.309989, 0.238899], [0.940783, 2.061093, 0.637156], [-0.174073, 1.523875, 1.085535], [1.261242, 1.941132, -0.549862], [-0.632360, -2.854515, -1.414708], [-0.598821, 0.729186, 0.557027]], "atomic_forces_ev_per_a": [[-0.4, -3.0, -3.5], [0.1, 1.3, 1.3], [1.9, 0.9, -3.1], [-1.5, -2.1, -0.7], [-1.8, -0.6, 3.4], [0.3, 1.8, 2.1], [1.4, 1.8, 0.5]]}